{
  "formula": "C10H20N2",
  "method": "wB97M-V/def2-TZVPD",
  "total_charge": 0,
  "relative_energy_kj_mol": 339.2,
  "total_energy_ha": -502.370702,
  "mol_weight_g_mol": 168.3,
  "homo_lumo_gap_ha": [0.27341, 0.27344],
  "species": ["C", "C", "C", "C", "C", "C", "C", "C", "C", "C", "N", "N", "H", "H", "H", "H", "H", "H", "H", "H", "H", "H", "H", "H", "H", "H", "H", "H", "H", "H", "H", "H"],
  "coordinates": [[2.47, 0.00, 0.94], [1.16, -1.91, 1.35], [2.12, -1.42, -1.02], [-0.10, 0.96, -2.22], [-2.04, 1.61, -0.83], [-1.57, -0.86, -1.12], [-0.66, 0.85, 2.71], [-0.15, 0.70, 0.32], [1.68, -0.96, 0.36], [-0.89, 0.54, -0.93], [2.96, 0.84, 1.58], [-0.81, 0.32, 1.40], [0.41, -2.50, 0.77], [0.72, -1.22, 2.00], [1.97, -2.56, 1.81], [2.46, -0.45, -1.57], [1.46, -2.03, -1.61], [3.17, -1.84, -1.06], [0.97, 1.12, -2.02], [-0.46, 1.93, -2.78], [-0.15, 0.14, -2.97], [-2.58, 1.76, 0.08], [-1.61, 2.68, -1.15], [-2.85, 1.38, -1.53], [-2.62, -0.78, -0.94], [-1.03, -1.50, -0.40], [-1.29, -1.21, -2.19], [-0.70, 0.22, 3.67], [0.33, 1.36, 2.70], [-1.47, 1.61, 2.81], [0.54, 1.59, 0.48], [-1.44, -0.37, 1.36]]
}

{
  "formula": "C15H23F9IrNO3P2",
  "method": "wB97M-V/def2-TZVPD",
  "multiplicity": 5,
  "total_charge": 2,
  "total_energy_ha": -2550.953353,
  "s_squared": 6.044,
  "mol_weight_g_mol": 690.5,
  "homo_lumo_gap_ha": [0.30085, 0.22871],
  "species": ["Ir", "P", "C", "C", "N", "C", "C", "C", "C", "C", "P", "H", "H", "H", "H", "H", "H", "H", "H", "O", "H", "H", "O", "H", "C", "H", "H", "H", "C", "H", "H", "H", "C", "H", "H", "H", "C", "H", "H", "H", "F", "C", "F", "F", "C", "O", "C", "F", "F", "F", "C", "F", "F", "F"],
  "coordinates": [[0.33, 0.28, 0.09], [-1.71, 1.04, 0.52], [-2.36, 1.65, -1.06], [-1.45, 1.74, -2.13], [-0.16, 1.28, -1.89], [0.72, 1.22, -2.88], [0.44, 1.86, -4.09], [-0.84, 2.31, -4.38], [-1.82, 2.11, -3.45], [1.99, 0.45, -2.60], [1.53, -0.85, -1.32], [-2.87, 2.27, -3.67], [1.22, 2.01, -4.81], [-1.07, 2.79, -5.32], [2.39, 0.04, -3.53], [2.72, 1.15, -2.17], [-3.30, -1.60, -2.44], [-3.42, 1.66, -1.34], [-1.44, -3.99, -0.07], [-4.05, -1.94, -2.97], [-4.23, -2.68, -2.32], [0.75, -1.13, 0.79], [-1.46, -4.65, 0.65], [-0.74, -4.17, 1.20], [0.78, -2.10, -2.40], [1.21, -2.13, -3.42], [0.85, -3.07, -1.90], [-0.29, -1.88, -2.50], [3.15, -1.57, -0.90], [2.95, -2.54, -0.43], [3.80, -1.74, -1.77], [3.66, -0.93, -0.18], [-1.24, 2.67, 1.23], [-2.05, 3.33, 0.88], [-1.15, 2.61, 2.32], [-0.26, 2.94, 0.76], [-2.78, 0.06, 1.54], [-2.24, -0.14, 2.48], [-3.70, 0.62, 1.75], [-2.97, -0.91, 1.06], [0.91, -2.25, 3.14], [1.82, -1.27, 3.34], [2.40, -1.51, 4.55], [2.78, -1.44, 2.39], [1.14, 0.18, 3.21], [0.38, 0.56, 2.12], [0.19, 0.31, 4.52], [0.86, 0.40, 5.70], [-0.58, 1.42, 4.42], [-0.63, -0.78, 4.61], [2.22, 1.30, 3.20], [3.10, 1.32, 4.23], [2.95, 1.18, 2.05], [1.62, 2.52, 3.16]]
}

{
  "formula": "C44H81NO9S",
  "method": "wB97M-V/def2-TZVPD",
  "total_charge": 0,
  "relative_energy_kj_mol": 0.0,
  "total_energy_ha": -2855.111702,
  "smiles": "CCCCCCCCCCCCCCCC[C@]1(CCCNCc2ccccc2O)COS(=O)(=O)O1.C1CCOC1.C1CCOC1.C1CCOC1.C1CCOC1",
  "mol_weight_g_mol": 800.2,
  "homo_lumo_gap_ha": 0.33955,
  "species": ["C", "C", "C", "C", "C", "C", "C", "C", "C", "C", "C", "C", "C", "C", "C", "C", "C", "C", "C", "C", "N", "C", "C", "C", "C", "C", "C", "C", "O", "C", "O", "S", "O", "O", "O", "H", "H", "H", "H", "H", "H", "H", "H", "H", "H", "H", "H", "H", "H", "H", "H", "H", "H", "H", "H", "H", "H", "H", "H", "H", "H", "H", "H", "H", "H", "H", "H", "H", "H", "H", "H", "H", "H", "H", "H", "H", "H", "H", "H", "H", "H", "H", "H", "H", "C", "C", "C", "O", "C", "H", "H", "H", "H", "H", "H", "H", "H", "C", "C", "C", "O", "C", "H", "H", "H", "H", "H", "H", "H", "H", "C", "C", "C", "O", "C", "H", "H", "H", "H", "H", "H", "H", "H", "C", "C", "C", "O", "C", "H", "H", "H", "H", "H", "H", "H", "H"],
  "coordinates": [[-3.30, 2.94, -1.74], [-1.95, 2.31, -2.05], [-1.92, 1.47, -3.33], [-3.06, 0.45, -3.50], [-2.65, -1.02, -3.28], [-1.82, -1.16, -2.00], [-1.97, -2.53, -1.28], [-2.33, -2.27, 0.19], [-2.25, -3.48, 1.11], [-0.87, -3.79, 1.74], [0.33, -2.99, 1.21], [1.54, -3.22, 2.15], [2.89, -3.29, 1.44], [3.59, -1.91, 1.33], [4.73, -1.78, 2.33], [5.70, -0.60, 2.14], [5.12, 0.69, 1.58], [3.94, 1.26, 2.40], [2.63, 1.51, 1.64], [1.39, 1.25, 2.53], [0.64, 2.49, 2.75], [-0.10, 2.48, 4.02], [-1.55, 2.05, 3.99], [-2.28, 2.30, 5.16], [-3.62, 1.94, 5.29], [-4.28, 1.29, 4.25], [-3.58, 1.04, 3.07], [-2.24, 1.41, 2.95], [-1.61, 1.10, 1.75], [5.05, 0.77, 0.07], [5.07, 2.17, -0.23], [6.08, 2.88, 0.79], [5.39, 3.99, 1.35], [7.35, 3.16, 0.21], [6.24, 1.68, 1.80], [-3.16, 3.76, -1.03], [-3.77, 3.36, -2.63], [-3.99, 2.24, -1.26], [-1.60, 1.75, -1.18], [-1.24, 3.13, -2.17], [-0.95, 1.00, -3.42], [-1.98, 2.18, -4.16], [-3.37, 0.52, -4.55], [-3.94, 0.69, -2.91], [-3.58, -1.58, -3.21], [-2.11, -1.37, -4.15], [-2.17, -0.39, -1.32], [-0.77, -0.95, -2.17], [-1.06, -3.11, -1.35], [-2.80, -3.04, -1.77], [-1.76, -1.42, 0.55], [-3.37, -1.94, 0.18], [-2.65, -4.36, 0.60], [-2.94, -3.30, 1.93], [-0.89, -3.69, 2.83], [-0.64, -4.83, 1.54], [0.60, -3.36, 0.23], [0.16, -1.92, 1.19], [1.36, -4.08, 2.79], [1.57, -2.35, 2.83], [3.54, -3.90, 2.07], [2.85, -3.79, 0.47], [3.97, -1.80, 0.32], [2.82, -1.17, 1.56], [5.33, -2.69, 2.21], [4.38, -1.80, 3.36], [6.58, -0.85, 1.55], [6.07, -0.33, 3.13], [4.26, 2.22, 2.80], [3.80, 0.62, 3.27], [2.53, 0.89, 0.75], [2.55, 2.55, 1.32], [0.77, 0.52, 2.01], [1.69, 0.79, 3.48], [1.35, 3.20, 2.88], [0.42, 1.90, 4.79], [-0.10, 3.50, 4.38], [-1.81, 2.80, 5.99], [-4.15, 2.15, 6.21], [-5.31, 0.98, 4.34], [-4.05, 0.54, 2.24], [-1.42, 0.15, 1.77], [5.99, 0.36, -0.30], [4.18, 0.30, -0.37], [5.06, 7.24, 3.28], [5.25, 8.10, 4.53], [4.50, 7.28, 5.58], [4.62, 5.91, 5.18], [5.13, 5.84, 3.85], [5.80, 7.43, 2.50], [4.07, 7.43, 2.85], [6.31, 8.15, 4.78], [4.87, 9.11, 4.43], [3.44, 7.55, 5.60], [4.91, 7.41, 6.58], [6.17, 5.48, 3.89], [4.55, 5.12, 3.28], [2.77, 0.22, 8.49], [3.71, 1.40, 8.29], [3.51, 1.71, 6.81], [2.16, 1.34, 6.50], [1.61, 0.58, 7.58], [2.47, 0.07, 9.52], [3.25, -0.70, 8.14], [3.38, 2.25, 8.89], [4.75, 1.19, 8.54], [4.19, 1.11, 6.18], [3.66, 2.76, 6.57], [0.88, 1.21, 8.10], [1.09, -0.29, 7.18], [-4.55, -2.84, -7.75], [-5.93, -3.15, -7.19], [-5.62, -3.43, -5.73], [-4.48, -2.63, -5.39], [-3.91, -2.09, -6.59], [-4.57, -2.26, -8.67], [-4.02, -3.77, -7.95], [-6.58, -2.27, -7.27], [-6.43, -3.98, -7.69], [-5.36, -4.49, -5.58], [-6.44, -3.18, -5.06], [-4.13, -1.02, -6.63], [-2.83, -2.22, -6.55], [-4.54, -5.06, -12.40], [-5.93, -5.36, -11.84], [-5.61, -5.65, -10.38], [-4.47, -4.86, -10.04], [-3.89, -4.33, -11.24], [-4.56, -4.47, -13.32], [-4.01, -5.99, -12.60], [-6.56, -4.47, -11.92], [-6.44, -6.18, -12.34], [-5.36, -6.71, -10.23], [-6.44, -5.40, -9.71], [-4.11, -3.25, -11.27], [-2.81, -4.46, -11.20]]
}

{
  "formula": "C3H8NO2P",
  "method": "wB97M-V/def2-TZVPD",
  "total_charge": 0,
  "relative_energy_kj_mol": 200.5,
  "total_energy_ha": -665.640599,
  "smiles": "C=C[C@@H]([NH3+])P([O-])O",
  "mol_weight_g_mol": 121.1,
  "homo_lumo_gap_ha": 0.31092,
  "species": ["C", "C", "C", "N", "P", "O", "O", "H", "H", "H", "H", "H", "H", "H", "H"],
  "coordinates": [[2.16, 1.16, 0.60], [1.10, 0.40, 0.70], [-0.01, 0.52, -0.19], [-0.19, -1.09, -0.88], [-1.99, 0.55, 0.14], [-2.33, 0.22, -1.29], [-2.01, -0.97, 0.94], [3.09, 1.26, 1.12], [2.10, 1.78, -0.32], [0.78, -0.17, 1.52], [0.03, 1.20, -1.12], [0.58, -1.28, -1.52], [-0.44, -1.83, -0.18], [-1.21, -0.83, -1.33], [-1.67, -0.93, 1.81]]
}

{
  "formula": "C13H13F12IO6S2",
  "method": "wB97M-V/def2-TZVPD",
  "total_charge": 0,
  "total_energy_ha": -3247.050066,
  "smiles": "C[C@]1(CCC(F)(F)F)OS(=O)(=O)O[C@]1(CCCI)S(=O)(=O)C(F)(F)C(F)(F)C(F)(F)C(F)(F)F",
  "mol_weight_g_mol": 684.3,
  "homo_lumo_gap_ha": 0.35523,
  "species": ["C", "C", "C", "C", "C", "F", "F", "F", "O", "S", "O", "O", "O", "C", "C", "C", "C", "I", "S", "O", "O", "C", "F", "F", "C", "F", "F", "C", "F", "F", "C", "F", "F", "F", "H", "H", "H", "H", "H", "H", "H", "H", "H", "H", "H", "H", "H"],
  "coordinates": [[2.39, -0.03, -1.25], [1.89, -0.54, 0.11], [2.96, -0.24, 1.20], [4.01, -1.34, 1.45], [4.99, -1.61, 0.34], [4.45, -2.13, -0.77], [5.64, -0.48, -0.04], [5.93, -2.47, 0.75], [1.65, -1.97, 0.10], [0.67, -2.36, 1.30], [-0.28, -3.28, 0.80], [1.39, -2.65, 2.49], [0.06, -0.88, 1.51], [0.50, 0.05, 0.50], [0.66, 1.44, 1.14], [-0.48, 2.49, 1.17], [-0.03, 3.91, 0.77], [-0.80, 4.66, -1.07], [-0.65, -0.03, -0.95], [-0.65, 1.28, -1.54], [-0.36, -1.17, -1.78], [-2.37, -0.37, -0.30], [-2.76, 0.66, 0.48], [-2.38, -1.47, 0.43], [-3.36, -0.57, -1.49], [-3.02, 0.20, -2.53], [-3.30, -1.86, -1.87], [-4.83, -0.25, -1.09], [-4.97, 1.07, -0.95], [-5.10, -0.85, 0.08], [-5.89, -0.75, -2.12], [-5.54, -0.42, -3.35], [-7.05, -0.17, -1.84], [-6.05, -2.05, -2.04], [3.47, 0.00, -1.29], [2.03, -0.66, -2.06], [2.01, 0.98, -1.42], [2.49, -0.04, 2.16], [3.50, 0.67, 0.93], [3.57, -2.28, 1.78], [4.63, -0.99, 2.28], [0.88, 1.20, 2.19], [1.56, 1.92, 0.74], [-1.35, 2.20, 0.60], [-0.82, 2.57, 2.21], [-0.36, 4.63, 1.52], [1.06, 3.98, 0.71]]
}

{
  "formula": "C11H24ClINOP2PdS",
  "method": "wB97M-V/def2-TZVPD",
  "multiplicity": 5,
  "total_charge": 3,
  "relative_energy_kj_mol": 861.4,
  "total_energy_ha": -2528.673699,
  "s_squared": 6.016,
  "mol_weight_g_mol": 549.1,
  "homo_lumo_gap_ha": [0.25284, 0.21677],
  "species": ["C", "C", "H", "H", "H", "O", "I", "Pd", "P", "C", "C", "H", "H", "H", "H", "H", "H", "C", "H", "H", "H", "P", "C", "C", "H", "H", "H", "C", "H", "H", "H", "H", "H", "H", "Cl", "S", "C", "C", "N", "C", "H", "H", "H"],
  "coordinates": [[-0.77, 2.64, -0.98], [-1.47, 1.32, -1.21], [-0.33, 2.75, -2.01], [0.14, 2.57, -0.32], [-1.45, 3.50, -0.70], [-0.71, 0.60, -1.99], [-2.34, -0.51, 3.00], [2.08, -0.68, 0.37], [-2.36, 0.07, -0.19], [-2.50, -1.61, -1.08], [-3.81, -0.25, 0.98], [-4.87, -0.55, 0.65], [-4.69, 0.70, -1.11], [-3.87, 0.70, 1.55], [-3.69, 2.00, -0.54], [-2.37, -2.51, -0.45], [-3.44, -1.22, 1.63], [-3.66, 1.07, -1.13], [-3.49, -1.73, -1.56], [-3.46, 1.34, -2.17], [-1.73, -1.65, -1.87], [2.74, 1.01, 1.48], [3.78, -0.36, 0.93], [2.79, 2.56, 0.58], [1.37, 1.75, 3.27], [3.08, 1.24, 3.75], [1.80, -0.01, 3.45], [2.17, 1.00, 3.19], [2.00, 3.24, 0.97], [3.83, 2.97, 0.83], [4.76, -0.04, 1.33], [3.83, -0.47, -0.18], [2.69, 2.41, -0.53], [3.48, -1.32, 1.38], [-0.41, 1.12, 1.40], [2.30, -3.28, -2.86], [1.29, -4.10, -1.62], [0.63, -3.20, -0.84], [1.08, -1.93, -1.14], [1.94, -1.76, -2.17], [1.32, -5.18, -1.64], [-0.09, -3.42, -0.05], [2.39, -0.79, -2.43]]
}

{
  "formula": "C4H13NO",
  "method": "wB97M-V/def2-TZVPD",
  "total_charge": 0,
  "relative_energy_kj_mol": 349.7,
  "total_energy_ha": -290.063747,
  "mol_weight_g_mol": 91.2,
  "homo_lumo_gap_ha": 0.27947,
  "species": ["C", "C", "N", "O", "H", "H", "H", "H", "H", "H", "H", "C", "C", "H", "H", "H", "H", "H", "H"],
  "coordinates": [[-1.91, -0.22, -0.27], [-1.33, 1.06, -0.25], [-0.56, -1.45, 0.31], [-2.92, -0.61, 0.62], [-3.01, 0.10, 1.27], [-2.13, -0.63, -1.25], [-1.02, -2.35, 0.17], [-0.39, -1.31, 1.31], [0.38, 0.54, -0.58], [-1.48, 1.69, -1.11], [-1.29, 1.56, 0.71], [1.59, 0.31, -0.81], [2.37, 0.48, 0.49], [2.01, 1.35, 1.03], [1.79, 1.14, -1.49], [1.94, -0.58, -1.36], [0.32, -1.29, -0.26], [2.23, -0.39, 1.14], [3.44, 0.61, 0.33]]
}

{
  "formula": "C41H52INO5SeW",
  "method": "wB97M-V/def2-TZVPD",
  "total_charge": 2,
  "relative_energy_kj_mol": 21.5,
  "total_energy_ha": -4790.314589,
  "mol_weight_g_mol": 1028.6,
  "homo_lumo_gap_ha": 0.24548,
  "species": ["W", "C", "C", "C", "C", "C", "C", "C", "Se", "C", "C", "C", "C", "C", "C", "O", "C", "C", "C", "C", "C", "C", "C", "C", "C", "O", "C", "C", "C", "C", "C", "C", "H", "H", "H", "H", "H", "H", "H", "H", "H", "H", "H", "H", "H", "H", "H", "H", "H", "H", "H", "H", "H", "H", "H", "H", "H", "H", "H", "H", "H", "H", "H", "H", "H", "H", "H", "H", "H", "H", "H", "H", "O", "C", "O", "C", "C", "C", "C", "C", "C", "H", "H", "H", "H", "H", "I", "C", "C", "C", "C", "C", "N", "H", "H", "H", "H", "C", "O", "H", "H", "H"],
  "coordinates": [[1.66, -1.17, -0.57], [-1.56, 5.46, -2.66], [-2.40, 4.43, -1.90], [-3.45, 3.85, -2.85], [-3.13, 5.11, -0.73], [-1.48, 3.34, -1.35], [-1.56, 2.02, -1.76], [-0.68, 1.10, -1.22], [-0.64, -0.73, -1.79], [-1.67, -1.59, -0.42], [-3.05, -1.65, -0.48], [-3.74, -2.19, 0.59], [-2.99, -2.59, 1.71], [-1.61, -2.52, 1.81], [-0.95, -2.06, 0.66], [0.43, -2.02, 0.58], [-0.89, -2.77, 3.14], [-1.87, -3.18, 4.24], [-0.20, -1.47, 3.57], [0.16, -3.88, 3.02], [-5.26, -2.35, 0.60], [-5.85, -1.69, 1.86], [-5.58, -3.85, 0.61], [-5.90, -1.71, -0.63], [0.29, 1.46, -0.29], [1.10, 0.45, 0.18], [0.42, 2.79, 0.13], [-0.49, 3.68, -0.43], [1.48, 3.21, 1.15], [1.25, 2.47, 2.47], [1.42, 4.71, 1.43], [2.88, 2.90, 0.60], [-2.20, 6.26, -3.04], [-1.05, 5.00, -3.51], [-0.80, 5.91, -2.02], [-4.10, 4.66, -3.20], [-4.09, 3.11, -2.36], [-3.00, 3.40, -3.74], [-3.81, 5.87, -1.12], [-2.43, 5.62, -0.06], [-3.70, 4.39, -0.15], [-2.29, 1.70, -2.50], [-3.57, -1.28, -1.35], [-3.54, -2.96, 2.56], [-2.62, -2.41, 4.43], [-1.31, -3.32, 5.17], [-2.37, -4.12, 4.02], [-0.94, -0.67, 3.71], [0.54, -1.13, 2.85], [0.30, -1.62, 4.53], [-0.27, -4.80, 2.63], [0.58, -4.09, 4.00], [0.98, -3.58, 2.36], [-5.52, -2.18, 2.78], [-6.93, -1.75, 1.83], [-5.57, -0.64, 1.92], [-5.15, -4.35, 1.48], [-5.20, -4.34, -0.29], [-6.66, -4.00, 0.65], [-5.68, -0.64, -0.69], [-6.99, -1.82, -0.56], [-5.59, -2.20, -1.55], [-0.42, 4.71, -0.12], [0.26, 2.68, 2.86], [1.98, 2.81, 3.21], [1.36, 1.39, 2.37], [0.46, 5.00, 1.88], [1.59, 5.31, 0.54], [2.20, 4.97, 2.15], [3.02, 1.84, 0.40], [3.64, 3.20, 1.32], [3.07, 3.45, -0.33], [2.09, 0.16, -2.19], [3.35, 0.09, -1.95], [3.61, -0.45, -0.80], [4.37, 0.48, -2.90], [5.72, 0.28, -2.58], [6.68, 0.64, -3.49], [6.31, 1.22, -4.70], [4.97, 1.43, -5.01], [3.99, 1.06, -4.11], [5.99, -0.17, -1.63], [7.73, 0.49, -3.26], [7.08, 1.51, -5.41], [4.70, 1.88, -5.95], [2.95, 1.22, -4.33], [1.76, -5.06, -0.19], [3.01, -3.74, 0.84], [3.90, -4.35, 1.71], [4.67, -3.58, 2.57], [4.53, -2.20, 2.54], [3.66, -1.65, 1.62], [2.91, -2.40, 0.78], [3.98, -5.42, 1.73], [5.36, -4.05, 3.25], [5.08, -1.55, 3.20], [3.55, -0.58, 1.55], [1.53, -2.86, -3.19], [1.89, -2.40, -1.90], [0.53, -3.30, -3.15], [2.25, -3.62, -3.49], [1.55, -2.02, -3.89]]
}

{
  "formula": "C4H5NO2",
  "method": "wB97M-V/def2-TZVPD",
  "total_charge": 0,
  "relative_energy_kj_mol": 459.3,
  "total_energy_ha": -360.494485,
  "mol_weight_g_mol": 99.1,
  "homo_lumo_gap_ha": 0.34228,
  "species": ["C", "C", "C", "O", "O", "C", "N", "H", "H", "H", "H", "H"],
  "coordinates": [[-1.78, -0.69, -0.04], [0.41, 0.89, -0.09], [-0.46, -0.09, -0.10], [0.29, 2.21, 0.06], [0.97, -1.24, -0.27], [1.76, 0.23, -0.06], [2.90, 0.53, 0.13], [1.21, 2.56, 0.06], [1.11, -1.93, 0.40], [-2.51, 0.13, -0.03], [-1.97, -1.31, -0.92], [-1.93, -1.29, 0.86]]
}